1.
Molecular formula: C4H6N2O
Method: DFT, ωB97M-V with the def2-TZVPD basis set

Properties
**Net charge**: 0
**HOMO-LUMO gap**: 9.268 eV
**ΔE to the lowest compared entry with this formula, charge and spin**: 112.0 kJ/mol
**Lowest unoccupied orbital energy**: 0.0229 hartree
**SMILES string**: N[C@@H]1NC=CC1=O

Each line ends with the Löwdin charge.
Positions of all 13 atoms, in Å:
N1 1.96073 0.57537 -0.11561  0.074
C1 0.62617 0.09565 -0.33052  -0.367
N2 -0.40070 1.09924 -0.18503  0.033
C2 -1.58409 0.44238 0.02307  -0.102
C3 -1.42088 -0.87316 0.32152  -0.012
C4 0.02226 -1.12747 0.37471  -0.385
O1 0.67353 -2.09836 0.70966  0.058
H1 2.57226 -0.23324 -0.04584  0.081
H2 2.03914 1.09178 0.75448  0.081
H3 0.57146 -0.37406 -1.33451  0.171
H4 -0.33964 1.99957 -0.63303  0.141
H5 -2.51750 0.99227 -0.06198  0.126
H6 -2.20275 -1.58998 0.52308  0.102

2.
Molecular formula: C18H18CoN5O2
Method: DFT, ωB97M-V with the def2-TZVPD basis set

Properties
**Net charge**: +2
**HOMO-LUMO gap (alpha / beta)**: 6.633 / 6.639 eV
**ΔE to the lowest compared entry with this formula, charge and spin**: 0.0 kJ/mol
**Lowest unoccupied orbital energy (alpha / beta)**: -0.3011 / -0.3010 hartree

Each line ends with the Löwdin charge.
Positions of all 44 atoms, in Å:
Co1 -0.01241 0.08253 -0.14500  0.763
C1 -2.32828 1.63571 -0.22855  -0.041
N1 -0.92420 1.72415 -0.71618  -0.079
C2 -0.14598 2.86446 -0.15958  -0.041
C3 1.28314 2.45676 -0.30067  -0.264
N2 1.53609 1.16749 -0.46919  0.088
C4 2.93717 1.03638 -0.55371  -0.172
C5 3.74773 -0.08226 -0.70244  0.006
C6 5.10751 0.14435 -0.74551  -0.040
C7 5.64685 1.43950 -0.65018  -0.039
C8 4.84747 2.55247 -0.50502  0.015
C9 3.48026 2.31194 -0.45796  -0.152
N3 2.39086 3.18760 -0.30601  0.219
C10 -2.69765 0.19813 -0.39006  -0.264
N4 -1.71342 -0.66678 -0.58873  0.087
C11 -2.30756 -1.94561 -0.66363  -0.171
C12 -1.75392 -3.20952 -0.82327  0.005
C13 -2.63590 -4.27073 -0.84105  -0.040
C14 -4.02358 -4.08410 -0.71517  -0.039
C15 -4.57878 -2.83179 -0.56267  0.015
C16 -3.68053 -1.77300 -0.53665  -0.152
N5 -3.88494 -0.39107 -0.37131  0.221
H1 -2.99924 2.30806 -0.76281  0.154
H2 -2.33489 1.90739 0.82528  0.140
H3 -0.90652 1.74456 -1.73488  0.169
H4 -0.40686 2.95730 0.89370  0.140
H5 -0.36735 3.80972 -0.65476  0.153
H6 3.34037 -1.08169 -0.77733  0.121
H7 5.78100 -0.69485 -0.85339  0.121
H8 6.72009 1.56453 -0.69325  0.123
H9 5.26510 3.54721 -0.42953  0.128
H10 2.44153 4.18961 -0.19942  0.191
H11 -0.68809 -3.36143 -0.92802  0.121
H12 -2.25326 -5.27584 -0.95457  0.121
H13 -4.67380 -4.94807 -0.74066  0.123
H14 -5.64716 -2.68997 -0.47064  0.128
H15 -4.77426 0.06908 -0.24674  0.192
C17 0.18941 -1.00431 3.38672  0.070
C18 0.13542 -0.57532 1.98011  -0.515
O1 0.61376 -1.24360 1.01248  0.029
O2 -0.39877 0.53373 1.57618  0.014
H16 0.20773 -2.09012 3.43961  0.115
H17 -0.65022 -0.59156 3.94184  0.111
H18 1.11610 -0.62103 3.82261  0.123

3.
Molecular formula: C31H40N2O5
Method: DFT, ωB97M-V with the def2-TZVPD basis set

Properties
**Net charge**: 0
**HOMO-LUMO gap**: 3.626 eV
**ΔE to the lowest compared entry with this formula, charge and spin**: 227.3 kJ/mol
**Lowest unoccupied orbital energy**: -0.0755 hartree

Each line ends with the Löwdin charge.
Positions of all 78 atoms, in Å:
C1 3.32031 -3.91734 2.69921  -0.081
C2 2.54934 -2.64131 2.47066  -0.233
O1 1.15761 -3.00535 2.33246  -0.062
C3 0.29502 -1.95832 2.20883  -0.488
C4 -1.09858 -2.44701 2.30420  -0.126
C5 -2.14156 -1.45310 2.25367  -0.417
O2 -2.06022 -0.40573 1.61040  -0.024
C6 -3.43468 -1.75186 3.02894  -0.126
C7 -4.31852 -2.76860 2.31823  -0.211
C8 -3.62366 -4.08612 1.96764  -0.216
C9 -2.57112 -4.53341 2.98587  -0.203
C10 -1.23827 -3.76404 2.97393  -0.194
O3 0.67821 -0.80953 2.06236  0.041
H1 4.38905 -3.69560 2.67746  0.071
H2 3.07676 -4.33912 3.68030  0.078
H3 3.09876 -4.65920 1.92570  0.077
H4 2.66674 -1.95531 3.32497  0.128
H5 2.88811 -2.13664 1.55563  0.102
H6 -3.17602 -2.08170 4.04506  0.116
H7 -3.98592 -0.80856 3.09340  0.109
H8 -5.19452 -2.97231 2.94983  0.105
H9 -4.69995 -2.32380 1.38953  0.103
H10 -4.38472 -4.87726 1.90523  0.100
H11 -3.15947 -4.00986 0.97519  0.107
H12 -2.97422 -4.49622 4.00724  0.105
H13 -2.34203 -5.58918 2.78513  0.100
H14 -0.46905 -4.42402 2.54589  0.106
H15 -0.95600 -3.62855 4.03608  0.115
C11 -5.17057 4.48561 -4.28755  -0.182
C12 -4.25002 3.27680 -4.09533  -0.128
N1 -4.08402 2.93490 -2.68424  -0.086
C13 -3.09794 2.00213 -2.35759  -0.192
C14 -3.41583 0.84042 -1.61937  0.013
C15 -2.42158 -0.02281 -1.21590  0.022
C16 -1.03875 0.27929 -1.40627  -0.179
C17 -0.02276 -0.53842 -0.85087  0.134
C18 1.35246 -0.14954 -0.75490  -0.213
C19 1.71050 1.15149 -0.30041  0.000
C20 3.03050 1.52240 -0.12384  0.011
C21 4.06814 0.64007 -0.48600  -0.214
N2 5.42204 0.95364 -0.25697  -0.110
C22 6.21259 1.24988 -1.45243  -0.138
C23 7.69831 1.37883 -1.12362  -0.187
O4 7.93599 2.18255 0.03422  -0.140
C24 7.22673 1.67802 1.17219  -0.182
C25 5.72450 1.74587 0.93622  -0.149
C26 3.73450 -0.61373 -1.05636  -0.003
C27 2.41686 -1.03058 -1.10269  -0.005
C28 -0.74809 1.41677 -2.22930  0.003
C29 -1.74428 2.23740 -2.71674  0.004
C30 -5.28183 2.97385 -1.83956  -0.142
C31 -5.99895 4.29631 -2.08377  -0.179
O5 -6.34193 4.43040 -3.46765  -0.138
H16 -4.59529 5.41049 -4.07444  0.129
H17 -5.56709 4.49832 -5.31446  0.131
H18 -4.69513 2.42675 -4.65468  0.137
H19 -3.26516 3.49874 -4.52320  0.117
H20 -4.46147 0.60831 -1.39026  0.119
H21 -2.68746 -0.93672 -0.69524  0.120
H22 -0.29687 -1.54152 -0.53359  0.140
H23 0.91535 1.84698 -0.03310  0.134
H24 3.27925 2.50659 0.27671  0.115
H25 6.06055 0.44269 -2.17910  0.123
H26 5.87856 2.20646 -1.90276  0.132
H27 8.12525 0.36643 -0.98720  0.127
H28 8.21753 1.91406 -1.93162  0.129
H29 7.49999 0.62620 1.38756  0.131
H30 7.52327 2.33457 2.00253  0.129
H31 5.41295 2.79741 0.80395  0.123
H32 5.19117 1.31451 1.79343  0.139
H33 4.54232 -1.27652 -1.37507  0.120
H34 2.15889 -2.03687 -1.43920  0.127
H35 0.29134 1.62172 -2.48467  0.120
H36 -1.49721 3.10438 -3.33374  0.115
H37 -5.96025 2.13057 -2.07274  0.132
H38 -4.97852 2.91382 -0.78551  0.140
H39 -6.96089 4.31864 -1.55188  0.132
H40 -5.33911 5.12146 -1.74601  0.133

4.
Molecular formula: CH4N2O
Method: DFT, ωB97M-V with the def2-TZVPD basis set

Properties
**Net charge**: +1
**HOMO-LUMO gap (alpha / beta)**: 13.047 / 6.841 eV
**ΔE to the lowest compared entry with this formula, charge and spin**: 122.3 kJ/mol
**Lowest unoccupied orbital energy (alpha / beta)**: -0.1790 / -0.3748 hartree
**Multiplicity**: 2

Each line ends with the Mulliken spin population.
Positions of all 8 atoms, in Å:
N1 0.79438 -0.77080 -0.28122  0.095
C1 0.31886 0.51452 -0.37044  -0.110
N2 -0.93381 0.66365 0.36052  0.393
O1 0.78739 1.48254 -0.99990  0.637
H1 1.71942 -1.03245 -0.03272  -0.008
H2 0.13776 -1.55329 0.17698  0.005
H3 -1.00656 0.00620 1.18931  -0.003
H4 -1.81745 0.68962 -0.04252  -0.008

5.
Molecular formula: C24H23N2RhS2
Method: DFT, ωB97M-V with the def2-TZVPD basis set

Properties
**Net charge**: 0
**HOMO-LUMO gap (alpha / beta)**: 7.689 / 5.356 eV
**Lowest unoccupied orbital energy (alpha / beta)**: 0.0204 / -0.0713 hartree
**Multiplicity**: 5

Each line ends with the Mulliken spin population.
Positions of all 52 atoms, in Å:
Rh1 0.13071 -0.02322 -0.19314  2.483
C1 -2.49958 -1.91280 -0.20927  0.007
N1 -1.11324 -2.08974 0.27386  0.107
C2 -1.05257 -2.20942 1.74247  0.010
C3 -1.54485 -0.95665 2.42912  -0.033
N2 -0.81298 0.24645 1.98608  0.109
C4 0.40089 0.44049 2.80881  0.025
C5 -1.67781 1.41869 2.01855  0.001
C6 -2.14157 1.89429 3.24030  -0.005
C7 -2.98058 2.99371 3.30347  0.034
C8 -3.36598 3.62461 2.12604  -0.017
C9 -2.91858 3.14506 0.90799  0.009
C10 -2.07317 2.03115 0.82932  -0.008
S1 -1.58053 1.46122 -0.76336  0.510
C11 -0.54511 -3.27140 -0.36610  0.000
C12 -0.97448 -4.54447 -0.00350  0.005
C13 -0.46656 -5.66861 -0.63054  0.009
C14 0.47188 -5.51328 -1.64457  -0.003
C15 0.88560 -4.24856 -2.02149  -0.004
C16 0.38545 -3.10310 -1.38987  -0.007
S2 0.93840 -1.52259 -1.91295  0.388
H1 -3.12612 -2.75814 0.09659  0.000
H2 -2.47875 -1.85559 -1.29512  -0.001
H3 -2.92399 -0.98480 0.16405  -0.007
H4 -0.01542 -2.41612 2.00969  -0.002
H5 -1.65927 -3.04691 2.10185  0.000
H6 -1.43394 -1.09097 3.51044  -0.003
H7 -2.60380 -0.80647 2.23493  -0.003
H8 0.15141 0.50886 3.87241  0.001
H9 0.90923 1.34416 2.48838  -0.024
H10 1.07755 -0.39861 2.65549  0.009
H11 -1.84176 1.40014 4.15746  0.000
H12 -3.32946 3.35416 4.26256  0.002
H13 -4.01418 4.49152 2.15846  -0.001
H14 -3.21607 3.62684 -0.01563  -0.005
H15 -1.71792 -4.66933 0.77484  0.001
H16 -0.80397 -6.65354 -0.33466  0.001
H17 0.87872 -6.38252 -2.14559  0.000
H18 1.60998 -4.11983 -2.81614  -0.006
C17 1.76116 1.18054 -0.10882  -0.107
C18 2.38328 1.76020 -0.99499  0.438
C19 3.10097 2.43806 -2.03221  0.017
C20 4.46252 2.72229 -1.89136  0.033
C21 5.14276 3.38846 -2.89740  -0.017
C22 4.47796 3.77115 -4.05635  0.030
C23 3.12722 3.48540 -4.20539  -0.013
C24 2.43940 2.82546 -3.20050  0.040
H19 4.97271 2.41608 -0.98757  -0.001
H20 6.19680 3.60779 -2.77977  0.000
H21 5.01315 4.28971 -4.84189  0.002
H22 2.60823 3.77996 -5.10899  0.000
H23 1.38621 2.60020 -3.30601  -0.003

6.
Molecular formula: C5H11NO2
Method: DFT, ωB97M-V with the def2-TZVPD basis set

Properties
**Net charge**: 0
**HOMO-LUMO gap**: 9.791 eV
**ΔE to the lowest compared entry with this formula, charge and spin**: 97.7 kJ/mol
**Lowest unoccupied orbital energy**: 0.0300 hartree
**SMILES string**: CCCNCC(=O)O

Each line ends with the Löwdin charge.
Positions of all 19 atoms, in Å:
C1 0.97103 0.66859 1.64798  -0.083
C2 -0.47393 0.09099 1.74086  -0.234
C3 -1.36745 0.35755 0.54227  -0.259
N1 -1.32833 -0.61189 -0.56784  -0.042
C4 -0.51163 -0.18867 -1.72375  -0.130
C5 0.83956 -0.83726 -1.79722  -0.496
O1 1.14093 -1.99137 -1.83584  0.120
O2 1.80468 0.15297 -1.84988  0.070
H1 1.08469 1.48839 2.35627  0.064
H2 1.07407 1.12172 0.66292  0.055
H3 1.69010 -0.11218 1.86469  0.066
H4 -1.00064 0.46800 2.61701  0.097
H5 -0.40136 -0.99488 1.86292  0.100
H6 -2.39929 0.47153 0.89800  0.103
H7 -1.20792 1.35359 0.12006  0.109
H8 -1.03129 -1.50648 -0.17449  0.107
H9 -1.05738 -0.49916 -2.62118  0.126
H10 -0.46180 0.88726 -1.74377  0.112
H11 2.63597 -0.31869 -1.99903  0.116

no.,molar mass (g/mol)
1,98.10
2,395.31
3,520.67
4,60.06
5,506.50
6,117.15